This record from the OMol25 dataset describes H4O2Rb as an isolated structure in a non-equilibrium geometry. The level of theory is wB97M-V/def2-TZVPD.

Calculated values
max |F|	8.01	eV/A
HOMO level	-16.468	eV
relative energy (zero: lowest compared OMol25 entry of this formula, charge and spin)	294.6	kJ/mol
charge	+1
E_LUMO	-4.1209	eV

Last column: Löwdin charge in e.
Geometry (Å):
Rb  -0.7384  0.3235  -1.6263  1.416
O  -0.7004  0.3755  0.5350  -0.341
O  1.3315  -0.2453  -0.6108  -0.202
H  1.5046  -0.2554  0.3306  0.063
H  -1.5367  0.7538  0.8062  0.067
H  0.5601  -0.8016  -0.7190  -0.087
H  -0.4207  -0.1506  1.2842  0.085

Cartesian forces (eV/Å) of the 2 atoms listed first:
-2.84 1.75 -7.29
-0.62 0.03 4.61



This record from the OMol25 dataset describes a 2-piece molecular cluster, H4OP2 overall in a non-equilibrium geometry. The level of theory is wB97M-V/def2-TZVPD.

Calculated values
max |F|	4.84	eV/A
HOMO level	-9.648	eV
relative energy (zero: lowest compared OMol25 entry of this formula, charge and spin)	117.4	kJ/mol
charge	0
E_LUMO	-0.0275	eV

Last column: natural (NBO) charge in e.
Geometry (Å):
P  0.7400  -0.1202  -0.3272  1.205
P  -1.1167  1.0919  -0.0269  0.031
O  1.9621  0.4152  0.2469  -1.084
H  0.4127  -1.7924  0.5590  -0.123
H  1.0292  -0.6000  -1.6802  -0.043
H  -0.9087  0.9134  1.2704  -0.001
H  -2.1186  0.0921  -0.0421  0.015

Cartesian forces (eV/Å) of the 2 atoms listed first:
-1.00 -4.71 0.57
-0.02 0.41 -2.27



This record from the OMol25 dataset describes a 2-piece molecular cluster, H4OS2 overall in a non-equilibrium geometry. The level of theory is wB97M-V/def2-TZVPD.

Calculated values
SMILES	SS.O
max |F|	1.24	eV/A
HOMO level	-9.326	eV
relative energy (zero: lowest compared OMol25 entry of this formula, charge and spin)	21.3	kJ/mol
charge	0
E_LUMO	0.2826	eV

Last column: natural (NBO) charge in e.
Geometry (Å):
S  0.4729  1.4012  1.4719  -0.132
S  0.0000  0.0000  0.0000  -0.124
O  -0.5540  8.5480  1.4891  -0.939
H  -1.2814  7.9449  1.7638  0.469
H  -0.9922  9.4180  1.3504  0.470
H  -0.7802  1.6270  1.9205  0.126
H  -0.6109  0.9116  -0.7862  0.130

Cartesian forces (eV/Å) of the 2 atoms listed first:
-0.18 -0.15 -0.13
-0.22 0.65 0.23



This record from the OMol25 dataset describes a 2-piece molecular cluster, H4S3 overall in a non-equilibrium geometry. The level of theory is wB97M-V/def2-TZVPD.

Calculated values
SMILES	SS.S
max |F|	2.40	eV/A
HOMO level	-9.240	eV
relative energy (zero: lowest compared OMol25 entry of this formula, charge and spin)	29.4	kJ/mol
charge	0
E_LUMO	0.2952	eV

Last column: natural (NBO) charge in e.
Geometry (Å):
S  1.2198  1.9909  1.8527  -0.260
S  -1.0073  -2.1745  -1.5180  -0.121
S  -1.2265  -0.1147  -1.4696  -0.111
H  -1.0517  -2.3479  -2.7794  0.111
H  1.2239  1.8689  3.1532  0.138
H  -0.0474  -0.0034  -0.8871  0.121
H  0.8892  0.7807  1.6481  0.121

Cartesian forces (eV/Å) of the 2 atoms listed first:
0.59 2.23 -0.67
-0.32 0.00 2.05



- Which of these has the highest relative energy (zero: lowest compared OMol25 entry of this formula, charge and spin)?
  H4O2Rb



- Look up the E_LUMO of the fourth one.
  0.2952 eV



- Which value of E_LUMO does entry 2 give?
  -0.0275 eV